No. 1
23
Properties=species:S:1:pos:R:3 method="wB97M-V/def2-TZVPD" smiles=Cc1ccccc1.CC charge=0 largest_force_ev_per_a=1.428 multiplicity=1 total_energy_ev=-9559.824 gap_ev=9.97
C -1.235 3.948 0.561
C -0.729 2.485 0.625
H -1.548 4.258 1.556
H -0.460 4.630 0.205
H -2.076 4.085 -0.119
H 0.358 2.445 0.599
H -1.207 2.016 1.479
H -1.059 1.960 -0.269
C 0.210 -0.382 -2.032
C 1.256 -2.382 -0.962
C 0.534 -1.200 -0.810
C 1.418 -3.279 0.089
C 0.822 -2.984 1.304
C -0.052 -0.918 0.423
C 0.039 -1.847 1.448
H 1.661 -2.651 -1.928
H 1.960 -4.187 -0.135
H 0.149 0.683 -1.830
H -0.747 -0.702 -2.442
H 0.859 -3.683 2.133
H -0.604 0.004 0.552
H -0.475 -1.749 2.394
H 0.925 -0.550 -2.839

No. 2
9
Properties=species:S:1:pos:R:3 method="wB97M-V/def2-TZVPD" smiles=N#[N+][O-].COI charge=0 largest_force_ev_per_a=4.213 multiplicity=1 total_energy_ev=-16257.500 gap_ev=8.60
C -0.975 -1.016 0.193
N 0.921 2.179 -0.402
N 1.195 1.261 -0.952
O 0.598 3.003 0.334
O 0.346 -0.526 0.481
I 1.843 -1.726 -0.268
H -1.119 -1.217 -0.802
H -1.514 -0.172 0.638
H -1.296 -1.786 0.777

No. 3
18
Properties=species:S:1:pos:R:3 method="wB97M-V/def2-TZVPD" charge=0 largest_force_ev_per_a=7.039 multiplicity=1 total_energy_ev=-8897.072 gap_ev=8.72
C 1.215 1.763 -0.637
C 1.663 0.335 -0.955
C 1.328 -0.659 0.127
N -0.779 -0.848 1.158
C -0.593 -1.016 -0.118
O -0.963 -1.612 -1.080
C -2.739 -0.697 0.929
H 1.549 2.461 -1.413
H 0.121 1.840 -0.574
H 1.632 2.106 0.319
H 1.187 -0.004 -1.883
H 2.744 0.336 -1.139
H 1.602 -1.691 -0.088
H 1.777 -0.375 1.112
H -0.564 0.108 1.410
H -3.182 -0.726 -0.089
H -2.968 0.247 1.421
H -3.027 -1.568 1.501

No. 4
45
Properties=species:S:1:pos:R:3 method="wB97M-V/def2-TZVPD" charge=-4 largest_force_ev_per_a=6.234 multiplicity=1 total_energy_ev=-159859.395 gap_ev=7.29
K 0.541 -0.703 -0.015
N 2.682 -2.298 -0.978
S 3.720 -1.205 -1.375
O 3.212 0.085 -1.746
O 4.975 -1.639 -1.966
F 4.204 -1.038 0.176
S 2.201 -2.634 -2.565
O 2.747 -3.844 -3.134
O 1.950 -1.560 -3.469
F 0.717 -3.138 -2.250
C -1.502 2.104 -3.378
F -1.944 2.708 -4.503
F -0.682 2.967 -2.788
F -2.530 1.871 -2.552
S -0.657 0.486 -3.739
O -0.360 -0.097 -2.437
O -1.695 -0.269 -4.452
O 0.476 0.863 -4.558
C 1.550 2.913 -0.204
F 2.200 3.009 -1.386
F 0.416 2.255 -0.488
F 2.319 2.196 0.599
S 1.211 4.644 0.501
O 0.383 5.344 -0.476
O 0.572 4.320 1.775
O 2.545 5.227 0.679
C -4.300 -0.691 1.116
F -5.433 -1.187 1.679
F -4.611 0.162 0.146
F -3.702 0.004 2.095
S -3.223 -2.109 0.495
O -3.292 -3.098 1.563
O -3.943 -2.535 -0.694
O -1.904 -1.517 0.309
C -1.172 -0.593 4.645
F -1.633 -1.547 3.844
F -2.193 0.244 4.828
F -0.887 -1.102 5.855
S 0.390 0.186 3.909
O -0.069 1.456 3.400
O 1.275 0.302 5.078
O 0.831 -0.751 2.891
O 1.598 -3.063 1.523
H 1.944 -2.866 0.642
H 1.072 -3.861 1.403

Q: Look up the multiplicity of the fourth one.
A: 1